{
  "formula": "C31H54AsCdNO4STe",
  "method": "ωB97M-V with the def2-TZVPD basis set",
  "e_lumo_ev": -0.387,
  "max_force_ev_per_a": 0.8,
  "homo_lumo_gap_ev": 6.634,
  "de_lowest_kcal_mol": 99.0,
  "elements": ["Cd", "C", "C", "C", "C", "C", "C", "C", "C", "C", "C", "C", "C", "H", "H", "H", "H", "H", "H", "H", "H", "H", "H", "H", "H", "H", "H", "H", "H", "H", "H", "C", "S", "O", "O", "O", "H", "H", "H", "C", "N", "C", "C", "O", "H", "H", "H", "H", "H", "H", "H", "C", "C", "C", "C", "C", "C", "Te", "C", "C", "C", "H", "H", "H", "H", "H", "H", "H", "H", "H", "H", "H", "C", "C", "As", "C", "C", "C", "C", "H", "H", "H", "H", "H", "H", "H", "H", "H", "H", "H", "H", "H", "H", "H"],
  "positions_angstrom": [[-0.0419, 0.2783, -0.6097], [-1.3437, -3.9193, 0.8303], [-0.3648, -2.8417, 1.2433], [-0.4776, -2.1705, 2.4603], [-1.7124, -2.3221, 3.3173], [0.5732, -1.3540, 2.9080], [0.4706, -0.7275, 4.2799], [1.7064, -1.1620, 2.1144], [2.8474, -0.2850, 2.5718], [1.7939, -1.7857, 0.8607], [3.0378, -1.6203, 0.0167], [0.7440, -2.5998, 0.4194], [0.8025, -3.2468, -0.9463], [-2.0425, -3.6064, 0.0538], [-1.9286, -4.2786, 1.6727], [-0.8023, -4.7765, 0.4292], [-1.5706, -3.0512, 4.1201], [-2.5741, -2.6387, 2.7336], [-1.9780, -1.3779, 3.7931], [-0.1283, 0.1901, 4.2740], [1.4450, -0.4783, 4.6891], [-0.0072, -1.4053, 4.9861], [3.6524, -0.8761, 3.0188], [2.5307, 0.4506, 3.3069], [3.2683, 0.2695, 1.7369], [2.9903, -0.7378, -0.6323], [3.2052, -2.4811, -0.6264], [3.9220, -1.5107, 0.6415], [1.2858, -4.2281, -0.9139], [1.3576, -2.6373, -1.6561], [-0.1935, -3.3950, -1.3619], [0.4122, 5.0387, -0.3707], [-0.6642, 4.3357, -1.6323], [-1.9499, 5.0528, -1.3895], [0.1557, 1.6498, -3.8651], [-0.7636, 2.9031, -1.0747], [-0.1793, 5.0449, 0.5492], [0.6865, 6.0551, -0.6516], [1.3043, 4.4193, -0.2648], [0.5923, 3.9818, 3.5091], [1.2747, 3.1500, 2.5351], [2.6418, 3.4974, 2.1946], [0.6351, 2.1708, 1.8971], [1.1565, 1.4526, 1.0463], [1.2392, 4.1300, 4.3740], [-0.3199, 3.4922, 3.8416], [0.3394, 4.9558, 3.0857], [2.6797, 4.5240, 1.8257], [2.9977, 2.8233, 1.4218], [3.2781, 3.4129, 3.0769], [-0.4084, 2.0432, 2.2052], [5.8724, -1.0403, -5.9213], [4.8400, -0.4532, -4.9965], [5.0979, 0.6891, -4.2559], [4.1364, 1.2495, -3.4175], [4.5101, 2.4958, -2.6481], [2.8758, 0.6520, -3.3216], [1.2827, 1.7881, -2.4276], [2.5993, -0.5102, -4.0569], [1.2604, -1.2006, -4.0459], [3.5899, -1.0451, -4.8711], [6.7925, -0.4570, -5.9092], [5.5061, -1.0674, -6.9488], [6.1199, -2.0651, -5.6392], [6.0733, 1.1594, -4.3274], [5.5943, 2.5687, -2.5619], [4.0956, 2.5027, -1.6393], [4.1563, 3.4006, -3.1478], [0.6487, -0.9054, -3.1925], [1.3952, -2.2845, -4.0198], [0.6900, -0.9440, -4.9381], [3.3699, -1.9467, -5.4354], [-3.0485, 3.3276, 1.9585], [-3.2891, 2.9030, 0.5203], [-2.5737, 1.1698, 0.0199], [-3.8358, 0.0254, 0.9575], [-3.8671, -1.3812, 0.3808], [-3.2553, 1.0611, -1.8045], [-2.4823, 0.0957, -2.6984], [-3.5406, 4.2806, 2.1590], [-1.9861, 3.4755, 2.1422], [-3.4230, 2.6045, 2.6880], [-2.8667, 3.6223, -0.1826], [-4.3578, 2.8044, 0.3118], [-4.8138, 0.5080, 0.8971], [-3.5457, -0.0003, 2.0105], [-4.2431, -1.3869, -0.6429], [-4.5010, -2.0470, 0.9695], [-2.8658, -1.8115, 0.3620], [-3.1776, 2.0755, -2.1957], [-4.3140, 0.7991, -1.7312], [-1.5025, 0.5099, -2.9735], [-3.0068, -0.0650, -3.6418], [-2.3574, -0.8899, -2.2315]],
  "forces_ev_per_a": [[-0.215, 0.423, 0.564], [0.039, -0.046, 0.041], [-0.072, -0.069, -0.033], [-0.009, -0.004, 0.065], [-0.032, 0.002, -0.002], [0.013, 0.012, 0.036], [-0.020, 0.008, 0.009], [0.034, -0.036, 0.049], [0.054, -0.022, 0.036], [0.015, 0.082, -0.047], [0.020, 0.013, 0.021], [-0.031, 0.090, -0.297], [0.058, -0.041, -0.024], [0.006, 0.021, -0.034], [-0.011, 0.016, 0.013], [0.018, -0.006, 0.026], [0.020, -0.021, -0.006], [0.021, 0.012, 0.000], [0.016, 0.014, -0.013], [0.002, 0.005, -0.038], [0.009, -0.015, 0.006], [-0.002, -0.014, -0.008], [-0.017, -0.026, 0.019], [-0.008, 0.003, -0.002], [0.004, -0.036, -0.007], [-0.026, -0.015, 0.005], [-0.010, -0.002, -0.002], [0.000, -0.014, 0.010], [0.006, -0.005, 0.034], [0.003, 0.007, 0.025], [-0.003, 0.012, 0.011], [0.122, 0.145, 0.263], [-0.391, 0.055, -0.198], [0.177, -0.027, -0.013], [-0.060, 0.022, 0.099], [0.064, -0.040, 0.118], [0.051, 0.004, 0.023], [-0.032, 0.022, 0.018], [-0.010, 0.005, -0.048], [0.077, -0.005, -0.022], [-0.081, -0.004, 0.096], [-0.026, 0.067, 0.005], [0.146, 0.098, -0.026], [-0.100, 0.032, -0.053], [-0.013, 0.001, 0.019], [-0.039, -0.008, -0.016], [0.023, 0.023, -0.008], [0.013, 0.005, -0.002], [-0.008, -0.003, -0.007], [0.012, -0.004, 0.002], [-0.046, -0.042, 0.002], [0.032, 0.007, 0.016], [-0.025, -0.040, -0.047], [0.020, -0.004, 0.078], [0.137, -0.100, 0.072], [0.004, -0.001, 0.009], [-0.128, 0.049, -0.087], [0.378, -0.346, -0.646], [-0.026, 0.026, -0.027], [-0.014, -0.009, 0.052], [0.040, -0.057, 0.052], [-0.001, 0.007, 0.008], [-0.016, 0.009, -0.002], [-0.009, -0.005, 0.016], [0.005, 0.010, -0.007], [-0.001, 0.021, -0.005], [0.000, -0.030, 0.004], [-0.044, -0.009, -0.016], [0.012, -0.018, -0.039], [0.011, 0.005, -0.051], [-0.016, 0.058, 0.011], [0.008, -0.001, -0.012], [-0.064, -0.011, 0.023], [-0.014, 0.111, 0.072], [0.274, -0.214, -0.380], [-0.123, -0.188, 0.153], [-0.047, -0.026, -0.003], [-0.016, 0.019, -0.094], [0.019, -0.070, 0.047], [-0.009, -0.005, -0.013], [0.083, 0.056, -0.004], [-0.004, -0.028, -0.015], [-0.071, -0.030, 0.089], [-0.032, 0.010, 0.046], [-0.030, -0.047, 0.014], [-0.023, 0.008, 0.009], [-0.019, 0.015, -0.011], [-0.012, -0.002, 0.006], [0.027, 0.047, 0.025], [-0.012, 0.008, -0.002], [0.001, -0.004, -0.023], [-0.004, 0.045, -0.012], [-0.023, 0.009, -0.005], [-0.031, 0.033, -0.011]],
  "lowdin_charge": [1.161, -0.046, -0.201, -0.184, -0.045, -0.182, -0.037, -0.203, -0.053, -0.226, -0.033, -0.227, -0.052, 0.070, 0.076, 0.085, 0.095, 0.058, 0.074, 0.083, 0.070, 0.078, 0.099, 0.061, 0.067, 0.070, 0.080, 0.078, 0.100, 0.045, 0.077, -0.258, 0.629, -0.533, -0.826, -0.868, 0.038, 0.046, 0.017, -0.038, -0.163, -0.027, -0.338, -0.183, 0.093, 0.084, 0.092, 0.093, 0.083, 0.096, 0.114, -0.053, -0.269, -0.024, -0.318, -0.096, -0.382, 1.363, -0.296, -0.093, -0.021, 0.071, 0.081, 0.079, 0.112, 0.074, 0.044, 0.082, -0.008, 0.075, 0.092, 0.121, -0.152, -0.403, 1.141, -0.437, -0.180, -0.409, -0.204, 0.079, 0.027, 0.064, 0.020, 0.079, 0.072, 0.051, 0.065, 0.076, 0.023, 0.074, 0.071, 0.001, 0.079, 0.041]
}